--- w ---
ORCA calculation (ωB97M-V with the def2-TZVPD basis set) on C3H4O2S in the gas phase.

Calculated values
HOMO energy ... -9.167 eV
Structure (SMILES) ... O=COCC=S
Molecular weight ... 104.130 g mol⁻¹
Orbital gap ... 8.153 eV
LUMO energy ... -1.0 eV

Each line ends with the Mulliken charge.
CARTESIAN COORDINATES (ANGSTROEM)
S: 3.04 -0.27 0.04  -0.1753
H: 0.21 0.39 1.26  0.3512
H: 0.91 1.64 0.18  0.3367
H: -2.95 0.07 -0.16  0.2981
O: -0.93 0.73 -0.27  -0.3326
C: 0.45 0.60 0.28  -0.3453
O: -1.34 -1.29 0.23  -0.5178
C: -1.81 -0.22 -0.06  0.2778
H: 1.09 -1.17 -1.16  0.3066
C: 1.33 -0.49 -0.33  -0.1993

---

--- x ---
ORCA calculation (ωB97M-V with the def2-TZVPD basis set) on a molecular structure, C3H4O2S.

Calculated values
HOMO energy (alpha / beta) ... -8.179 / -8.178 eV
Molecular weight ... 104.130 g mol⁻¹
Orbital gap (alpha / beta) ... 7.144 / 7.144 eV
LUMO energy (alpha / beta) ... -1.0 / -1.0 eV

Each line ends with the Mulliken charge.
CARTESIAN COORDINATES (ANGSTROEM)
C: -0.46 -0.22 -0.80  0.5862
S: -0.09 -2.97 -1.38  -0.0909
O: 0.24 -1.26 -0.76  -0.2864
H: -1.01 1.53 0.95  0.3155
O: -1.55 0.20 -0.97  -0.4758
H: 0.31 0.59 1.62  0.2987
H: 1.36 -2.98 -1.19  0.2151
H: 0.36 2.39 1.48  0.3188
C: 0.04 1.54 1.08  -0.7361
C: 0.81 1.19 -0.04  -0.1452

---

--- y ---
ORCA calculation (ωB97M-V with the def2-TZVPD basis set) on C3H4O2S in the gas phase.

Calculated values
HOMO energy (alpha / beta) ... -8.957 / -7.535 eV
Molecular weight ... 104.130 g mol⁻¹
Orbital gap (alpha / beta) ... 8.757 / 6.279 eV
LUMO energy (alpha / beta) ... -0.2 / -1.3 eV

Each line ends with the Mulliken charge.
CARTESIAN COORDINATES (ANGSTROEM)
O: 2.85 -0.94 -0.09  -0.3009
H: -0.58 1.78 0.08  0.2788
C: 1.05 0.46 0.06  0.1486
C: -0.27 0.79 -0.04  -1.0957
S: 3.87 0.45 -0.04  0.4935
C: 1.54 -0.83 0.14  0.0798
H: 1.58 1.34 -0.27  0.1705
O: 5.29 0.12 0.06  -0.4438
H: 0.89 -1.76 0.21  0.3219
H: -1.06 0.13 0.03  0.3472

---

--- z ---
ORCA calculation (ωB97M-V with the def2-TZVPD basis set) on 2 unconnected molecules or ions with the total composition C3H4O2S.

Calculated values
HOMO energy ... -9.699 eV
Molecular weight ... 104.130 g mol⁻¹
Orbital gap ... 8.443 eV
LUMO energy ... -1.3 eV

Each line ends with the Mulliken charge.
CARTESIAN COORDINATES (ANGSTROEM)
H: 2.29 -0.17 1.85  0.2506
H: 0.10 1.10 -1.16  0.1595
O: -3.27 0.66 -1.08  -0.3583
H: 1.08 -1.54 1.33  0.2321
O: -2.67 -1.08 0.52  -0.3577
C: 1.31 0.02 0.04  0.3288
C: 1.57 -0.57 1.14  -0.6062
S: -3.19 0.25 0.28  0.7138
H: 1.64 0.58 -1.92  0.2527
C: 1.14 0.76 -1.00  -0.6152

---

In order of decreasing stability: w, z, y, x.

---

--- w ---
ORCA calculation (ωB97M-V with the def2-TZVPD basis set) on C3H4O2S in the gas phase.

Calculated values
HOMO energy ... -9.948 eV
Structure (SMILES) ... O=C[C@]1(S)CO1
Molecular weight ... 104.130 g mol⁻¹
Orbital gap ... 9.654 eV
LUMO energy ... -0.3 eV

Each line ends with the Mulliken charge.
CARTESIAN COORDINATES (ANGSTROEM)
H: -2.60 -0.27 0.26  0.1641
O: -1.41 0.95 1.93  -0.4241
O: -0.02 0.72 -1.44  -0.4056
C: 0.73 -0.30 -0.78  -0.5085
H: 0.41 1.52 1.33  0.2781
C: -0.54 0.85 1.15  -0.0019
H: 1.70 -0.11 -0.32  0.2926
S: -1.76 -1.28 -0.14  -0.2122
H: 0.67 -1.31 -1.08  0.2816
C: -0.53 -0.08 0.03  0.5361

---

--- x ---
ORCA calculation (ωB97M-V with the def2-TZVPD basis set) on C3H4O2S in the gas phase.

Calculated values
HOMO energy ... -9.296 eV
Structure (SMILES) ... CC(=O)C(O)=S
Molecular weight ... 104.130 g mol⁻¹
Orbital gap ... 8.022 eV
LUMO energy ... -1.3 eV

Each line ends with the Mulliken charge.
CARTESIAN COORDINATES (ANGSTROEM)
H: 0.23 -1.54 0.98  0.2609
C: 0.49 0.19 -0.06  0.8433
H: -0.05 -1.54 -0.85  0.3072
H: 1.70 -1.74 -0.28  0.3017
O: -1.04 1.94 -0.11  -0.5138
C: 0.70 -1.22 -0.05  -0.9325
O: 1.39 1.06 0.25  -0.6098
H: -0.05 2.41 -0.03  0.4325
S: -2.38 -0.15 0.11  -0.2552
C: -0.98 0.59 0.04  0.1657

---

--- y ---
ORCA calculation (ωB97M-V with the def2-TZVPD basis set) on C3H4O2S in the gas phase.

Calculated values
HOMO energy ... -8.936 eV
Structure (SMILES) ... COSC=C=O
Molecular weight ... 104.130 g mol⁻¹
Orbital gap ... 9.463 eV
LUMO energy ... 0.5 eV

Each line ends with the Mulliken charge.
CARTESIAN COORDINATES (ANGSTROEM)
H: -1.95 -1.19 -0.92  0.1913
C: 2.19 -0.48 0.51  0.7497
C: 1.27 0.27 1.01  -0.7352
O: 2.88 -1.14 -0.11  -0.3197
C: -1.71 -0.13 -0.49  -0.5028
O: -0.47 0.14 -1.10  -0.3038
H: -1.78 0.03 0.55  0.3342
H: 1.33 0.70 2.03  0.3649
H: -2.35 0.60 -1.08  0.2037
S: 0.59 1.22 -0.40  0.0178

---

--- z ---
ORCA calculation (ωB97M-V with the def2-TZVPD basis set) on C3H4O2S in the gas phase.

Calculated values
HOMO energy ... -9.813 eV
Structure (SMILES) ... CC(=O)C(=O)S
Molecular weight ... 104.130 g mol⁻¹
Orbital gap ... 9.365 eV
LUMO energy ... -0.4 eV

Each line ends with the Mulliken charge.
CARTESIAN COORDINATES (ANGSTROEM)
S: 2.41 -0.61 0.33  -0.1912
H: 2.79 -1.58 -0.51  0.1508
C: -0.06 0.56 0.36  0.6033
O: 0.51 -1.13 -1.37  -0.4940
H: -1.79 -0.42 0.55  0.3009
O: 0.55 1.25 1.13  -0.5167
C: -1.49 0.52 0.18  -1.0459
H: -1.76 0.48 -0.89  0.3235
H: -1.97 1.36 0.66  0.3167
C: 0.80 -0.44 -0.43  0.5524

---

In order of decreasing stability: z, x, y, w.

---

--- w ---
ORCA calculation (ωB97M-V with the def2-TZVPD basis set) on a molecular structure, C3H4O2S.

Calculated values
HOMO energy ... -9.161 eV
Molecular weight ... 104.130 g mol⁻¹
Orbital gap ... 9.796 eV
LUMO energy ... 0.6 eV

Each line ends with the Mulliken charge.
CARTESIAN COORDINATES (ANGSTROEM)
S: 3.33 -0.06 0.32  -0.3522
O: 0.95 1.11 -0.26  -0.3702
O: 0.87 -0.91 -0.25  -0.2995
C: 1.78 0.04 -0.11  0.4177
C: -0.14 0.02 -0.51  0.5234
H: -1.92 -0.97 0.02  0.3136
C: -1.38 -0.08 0.35  -1.3594
H: -1.78 0.89 0.54  0.3891
H: -1.16 -0.27 1.34  0.4027
H: -0.54 0.24 -1.45  0.3347

---

--- x ---
ORCA calculation (ωB97M-V with the def2-TZVPD basis set) on C3H4O2S in the gas phase.

Calculated values
HOMO energy ... -9.598 eV
Structure (SMILES) ... O=C[C@]1(S)CO1
Molecular weight ... 104.130 g mol⁻¹
Orbital gap ... 9.024 eV
LUMO energy ... -0.6 eV

Each line ends with the Mulliken charge.
CARTESIAN COORDINATES (ANGSTROEM)
O: 0.61 -0.23 -1.38  -0.3466
C: -0.54 -1.07 -0.91  -0.2671
S: -1.30 1.73 -0.21  -0.2515
H: -1.43 -0.74 -1.51  0.2205
H: 0.38 -0.20 2.11  0.3142
C: 0.10 0.02 -0.11  0.4557
H: -0.38 -2.10 -0.63  0.2651
C: 0.89 0.06 1.12  -0.1306
H: -0.40 2.37 0.49  0.1328
O: 2.07 0.17 1.02  -0.3924

---

In order of decreasing stability: w, x.